Density functional theory data (the ωB97M-V functional and the def2-TZVPD basis) for the molecule C4H3FI2N2 at a distorted geometry.

Computed properties:
HOMO level ... -9.071 eV
LUMO level ... 0.08 eV
SMILES ... F[C@H](I)n1cc(I)cn1
Relative energy (zero: lowest compared OMol25 entry of this formula, charge and spin) ... 0.00 kJ/mol
Frontier orbital gap ... 9.15 eV

The geometry in XYZ format:
```
12
Properties=species:S:1:pos:R:3:forces:R:3
F 2.0953 1.4028 -1.2002 0.1 0.6 -2.0
C 1.8601 0.6502 -0.1291 -1.5 -1.3 -0.8
I 3.4624 -0.7868 0.0063 -0.5 0.3 0.2
N 0.4658 0.0025 -0.3101 3.9 2.0 1.3
C -0.7497 0.5230 -0.0476 -0.7 -2.4 -0.5
C -1.6232 -0.5106 -0.2714 0.3 -1.3 -0.6
I -3.6826 -0.5262 -0.0873 0.2 0.1 0.0
C -0.8057 -1.6234 -0.6697 0.9 3.5 1.1
N 0.4729 -1.2670 -0.6472 -1.2 -0.6 -0.4
H 1.9725 1.3916 0.6178 -0.6 -0.1 1.8
H -1.0554 1.4455 0.2917 0.3 2.1 0.6
H -0.9959 -2.5800 -0.9234 -1.1 -2.9 -0.7
```
Forces are in eV/Å.